No. 1
Formula: C31H42Br56N3O
Source: the OMol25 dataset
Level of theory: ωB97M-V/def2-TZVPD

Values from the calculation:
Electronic energy, eV: -3961710.4962
Charge: +1

Cartesian coordinates (Å):
C  0.599  3.701  0.239
C  1.451  2.775  -0.723
O  2.004  3.358  -1.638
N  1.381  1.372  -0.468
C  0.492  0.751  -1.502
C  2.615  0.615  -0.268
C  3.882  1.072  -1.066
N  4.908  1.828  -0.295
C  5.429  0.931  0.766
C  4.414  0.237  1.708
C  2.880  0.158  1.245
C  2.581  -1.404  1.434
C  1.252  -1.949  0.835
N  0.650  -3.032  1.682
C  2.020  0.899  2.315
Br  0.556  0.040  3.340
C  2.216  2.214  2.693
C  3.333  3.104  2.109
Br  1.095  3.112  4.049
H  1.232  4.376  0.850
H  -0.145  3.111  0.819
H  0.006  4.357  -0.453
H  1.117  0.557  -2.417
H  -0.309  1.467  -1.789
H  0.113  -0.216  -1.111
H  2.387  -0.352  -0.801
H  3.648  1.609  -2.020
H  4.433  0.158  -1.422
H  5.694  1.963  -0.960
H  4.644  2.775  -0.011
H  6.044  0.138  0.254
H  6.171  1.508  1.380
H  4.398  0.772  2.688
H  4.840  -0.766  1.966
H  2.753  -1.681  2.507
H  3.423  -1.907  0.880
H  1.369  -2.375  -0.184
H  0.497  -1.130  0.765
H  -0.340  -2.818  1.836
H  1.052  -2.943  2.618
H  3.371  4.052  2.708
H  3.189  3.442  1.056
H  4.369  2.691  2.201
C  7.083  1.112  5.145
Br  7.340  -0.701  4.507
Br  8.083  2.397  4.099
Br  5.209  1.588  5.261
H  7.475  1.149  6.155
C  -1.845  -2.169  -2.611
Br  -3.447  -3.212  -2.905
Br  -0.983  -2.623  -0.937
Br  -0.617  -2.297  -4.102
H  -2.150  -1.131  -2.541
C  6.353  2.108  -4.530
Br  4.739  1.056  -4.706
Br  7.299  1.690  -2.888
Br  7.500  1.945  -6.074
H  6.048  3.147  -4.467
C  10.173  -0.249  1.023
Br  10.596  -1.924  0.156
Br  8.351  0.297  0.641
Br  10.561  -0.306  2.916
H  10.824  0.506  0.596
C  -3.685  2.453  -0.154
Br  -3.330  0.725  -0.957
Br  -5.487  3.052  -0.505
Br  -3.294  2.455  1.739
H  -3.015  3.166  -0.623
C  -9.364  2.064  -1.595
Br  -10.876  2.175  -2.794
Br  -7.858  1.168  -2.417
Br  -8.876  3.804  -0.894
H  -9.672  1.458  -0.750
C  -5.242  3.942  5.542
Br  -5.234  5.852  5.238
Br  -6.606  3.057  4.494
Br  -3.496  3.160  5.255
H  -5.492  3.786  6.586
C  -11.170  3.694  2.638
Br  -10.842  1.955  1.852
Br  -12.970  4.307  2.290
Br  -10.753  3.714  4.526
H  -10.496  4.392  2.155
C  4.496  -2.727  -5.850
Br  4.899  -4.413  -6.703
Br  2.674  -2.166  -6.185
Br  4.891  -2.769  -3.955
H  5.145  -1.981  -6.293
C  -8.042  4.655  -4.796
Br  -9.554  4.765  -5.997
Br  -6.536  3.760  -5.619
Br  -7.554  6.391  -4.097
H  -8.350  4.047  -3.952
C  14.657  1.480  3.099
Br  15.506  3.216  3.111
Br  13.515  1.232  4.645
Br  13.714  1.156  1.436
H  15.445  0.739  3.165
C  -1.384  -6.544  -4.140
Br  -2.987  -7.590  -4.432
Br  -0.527  -6.997  -2.466
Br  -0.159  -6.673  -5.633
H  -1.691  -5.506  -4.070
C  -2.232  -8.886  1.101
Br  -1.380  -7.148  1.195
Br  -3.480  -9.154  2.554
Br  -3.057  -9.194  -0.623
H  -1.449  -9.629  1.214
C  -2.656  -12.132  -3.371
Br  -1.155  -10.980  -2.966
Br  -4.349  -11.198  -3.231
Br  -2.454  -12.995  -5.090
H  -2.665  -12.916  -2.621
C  -9.829  5.757  -10.039
Br  -9.778  7.668  -10.332
Br  -11.243  4.912  -11.055
Br  -8.112  4.933  -10.378
H  -10.054  5.602  -8.990
C  0.709  -13.846  -0.241
Br  0.313  -12.010  0.226
Br  0.984  -14.940  1.329
Br  -0.634  -14.601  -1.413
H  1.643  -13.839  -0.792
C  -7.479  9.066  4.450
Br  -7.629  10.618  5.593
Br  -9.188  8.197  4.189
Br  -6.627  9.494  2.766
H  -6.838  8.356  4.960
C  -1.541  2.609  9.282
Br  -1.675  4.152  10.439
Br  -3.260  1.762  9.012
Br  -0.685  3.046  7.602
H  -0.907  1.888  9.784

No. 2
Formula: C4H7ClO
Source: the OMol25 dataset
Level of theory: ωB97M-V/def2-TZVPD

Values from the calculation:
Energy above the lowest of the compared OMol25 structures with the same formula, charge and spin, kcal/mol: 106.31
Electronic energy, eV: -18826.9187

Cartesian coordinates (Å):
C  0.313  -1.207  -1.098
C  -0.480  -0.004  -0.541
C  -0.706  -0.169  1.076
C  0.205  0.983  0.372
H  -0.416  -2.193  -1.164
H  0.734  -1.174  -2.152
H  1.287  -1.367  -0.349
H  -1.808  0.040  1.265
H  0.036  -0.970  1.269
H  -0.115  2.090  0.249
H  1.404  1.958  1.688
O  1.556  1.232  0.676
Cl  -2.009  0.780  -1.292

No. 3
Formula: C24H39Cl28FN3
Source: the OMol25 dataset
Level of theory: ωB97M-V/def2-TZVPD

Values from the calculation:
Electronic energy, eV: -383323.9212
Charge: +1

Cartesian coordinates (Å):
F  0.593  5.087  0.519
C  0.726  4.046  -0.465
C  1.794  2.915  -0.014
C  1.170  1.452  -0.044
C  -0.068  0.894  -0.799
N  -0.167  -0.512  -0.392
C  0.882  -0.929  0.495
N  1.650  0.272  0.666
C  2.792  0.119  1.590
C  2.932  0.872  2.955
C  4.082  0.704  3.964
N  5.171  -0.165  3.682
C  5.092  -0.863  2.449
C  4.010  -0.857  1.344
H  1.120  4.515  -1.427
H  -0.313  3.623  -0.684
H  2.072  3.171  1.075
H  2.720  3.058  -0.662
H  -0.753  1.475  -1.516
H  -0.912  -1.147  -0.712
H  1.114  -1.928  0.981
H  2.097  1.615  3.231
H  4.047  1.285  4.942
H  5.988  -1.558  2.230
H  4.064  -1.510  0.398
C  2.959  2.371  -4.158
Cl  4.566  1.767  -3.755
Cl  1.776  1.873  -2.940
H  2.989  3.460  -4.199
H  2.662  1.973  -5.127
C  -1.984  4.997  -2.717
Cl  -0.512  4.763  -3.668
Cl  -2.398  3.534  -1.812
H  -1.827  5.815  -2.015
H  -2.805  5.241  -3.390
C  -1.864  -1.432  3.643
Cl  -0.480  -1.321  2.540
Cl  -1.407  -0.985  5.289
H  -2.647  -0.759  3.296
H  -2.232  -2.456  3.643
C  -3.561  -5.333  4.728
Cl  -3.492  -3.679  5.351
Cl  -3.797  -5.342  2.976
H  -2.626  -5.839  4.963
H  -4.392  -5.856  5.201
C  1.434  7.344  -6.177
Cl  2.621  6.034  -6.130
Cl  0.478  7.288  -7.662
H  0.766  7.247  -5.323
H  1.958  8.298  -6.129
C  -1.509  10.411  -9.027
Cl  -0.687  10.969  -7.566
Cl  -3.189  10.961  -9.065
H  -0.988  10.805  -9.899
H  -1.493  9.322  -9.049
C  -0.660  -7.166  0.700
Cl  -0.603  -5.417  0.954
Cl  -2.216  -7.662  0.025
H  0.132  -7.449  0.008
H  -0.512  -7.667  1.655
C  -6.984  11.073  -8.220
Cl  -8.261  11.835  -9.174
Cl  -7.467  9.463  -7.674
H  -6.088  10.985  -8.834
H  -6.774  11.694  -7.350
C  -7.120  -7.610  6.279
Cl  -7.694  -6.704  4.872
Cl  -5.354  -7.730  6.283
H  -7.442  -7.098  7.185
H  -7.545  -8.619  6.252
C  5.863  -1.844  -2.217
Cl  6.343  -1.599  -0.532
Cl  4.111  -2.037  -2.360
H  6.174  -0.979  -2.802
H  6.351  -2.741  -2.596
C  8.171  1.253  5.609
Cl  9.578  1.368  4.545
Cl  8.592  1.698  7.266
H  7.395  1.926  5.248
H  7.803  0.228  5.600
C  -2.905  -11.266  0.293
Cl  -3.682  -12.123  -1.043
Cl  -1.329  -11.970  0.675
H  -2.767  -10.223  0.011
H  -3.544  -11.329  1.173
C  -10.297  -9.748  7.481
Cl  -10.871  -8.837  6.080
Cl  -8.532  -9.863  7.488
H  -10.622  -9.244  8.389
H  -10.716  -10.753  7.446
C  7.862  1.689  -0.784
Cl  7.912  3.348  -0.179
Cl  7.661  1.654  -2.537
H  8.793  1.188  -0.521
H  7.022  1.171  -0.325

No. 4
Formula: C18H56N5O6
Source: the OMol25 dataset
Level of theory: ωB97M-V/def2-TZVPD

Values from the calculation:
Energy above the lowest of the compared OMol25 structures with the same formula, charge and spin, kcal/mol: 83.92
Electronic energy, eV: -39288.5082
Charge: +1

Cartesian coordinates (Å):
N  -0.901  0.263  -0.592
H  -1.796  0.143  -0.451
H  -0.568  0.163  0.220
H  -0.553  0.922  -1.203
H  -0.484  -0.625  -0.701
C  -0.483  4.515  0.804
C  -1.925  4.164  0.537
C  -2.325  4.544  -0.900
O  -2.256  5.997  -1.154
C  -2.573  6.455  -2.430
N  -2.323  2.760  0.647
H  -0.236  4.188  1.960
H  -0.233  5.473  0.709
H  0.224  3.858  0.320
H  -2.670  4.790  1.040
H  -3.480  4.268  -1.126
H  -1.688  3.950  -1.746
H  -3.224  7.394  -2.463
H  -3.414  5.958  -3.013
H  -1.429  6.605  -2.787
H  -3.298  2.762  0.445
H  -2.310  2.447  1.631
C  -1.773  -3.427  -1.603
C  -2.620  -3.284  -0.353
C  -1.708  -3.896  0.817
O  -1.507  -5.249  0.452
C  -0.866  -5.925  1.478
N  -2.943  -1.960  -0.025
H  -2.154  -2.892  -2.452
H  -1.843  -4.407  -1.970
H  -0.817  -3.121  -1.167
H  -3.411  -3.779  -0.396
H  -2.423  -3.860  1.807
H  -0.880  -3.208  0.893
H  -0.248  -5.078  1.788
H  -0.275  -6.825  1.142
H  -1.744  -6.196  2.321
H  -3.202  -1.656  0.781
H  -3.740  -1.936  -0.601
C  2.219  -2.165  2.207
C  2.728  -2.199  0.844
C  2.565  -3.482  0.181
O  3.342  -4.529  0.840
C  3.109  -5.887  0.430
N  2.149  -1.108  -0.056
H  2.377  -1.342  2.709
H  2.529  -3.005  2.735
H  1.291  -2.446  2.138
H  3.694  -1.962  0.864
H  3.021  -3.294  -0.792
H  1.597  -3.650  -0.166
H  3.809  -6.773  1.056
H  3.188  -6.106  -0.706
H  2.091  -6.079  0.440
H  2.709  -1.203  -0.775
H  2.316  -0.119  0.226
C  1.171  1.320  3.389
C  2.554  1.862  3.190
C  2.645  2.520  1.777
O  2.630  1.614  0.735
C  2.800  2.215  -0.594
N  2.771  3.002  4.016
H  0.458  2.169  3.422
H  1.193  0.619  4.272
H  1.071  0.662  2.550
H  3.131  1.120  3.546
H  3.719  3.117  1.767
H  1.586  3.054  1.785
H  2.713  1.463  -1.396
H  3.789  2.948  -0.875
H  2.078  2.855  -0.668
H  2.134  3.734  3.687
H  3.499  3.468  3.898
C  1.200  -0.770  -3.585
O  0.894  0.556  -3.400
H  1.764  -1.265  -2.728
H  1.898  -0.903  -4.468
H  0.300  -1.449  -3.672
H  0.941  1.045  -4.295
C  -3.697  0.793  -3.077
O  -2.926  1.577  -2.267
H  -4.099  1.314  -3.927
H  -4.315  0.179  -2.425
H  -3.024  0.127  -3.577
H  -3.513  2.110  -1.921

| no. | E_HOMO (eV) |
| --- | --- |
| 1 | -10.92 |
| 2 | -9.51 |
| 3 | -11.94 |
| 4 | -11.61 |